# 1
This record from the OMol25 dataset describes a structure of composition C24H34AsN3SSi2Ti at a distorted geometry. The level of theory is ωB97M-V with the def2-TZVPD basis set.

Geometry (Å):
H1 7.049 -0.580 -1.005
H2 -1.669 -1.973 -2.371
H3 -3.026 0.903 3.374
C1 -1.566 0.235 1.947
H4 -4.268 0.598 -4.014
C2 2.083 -0.245 2.443
N1 -2.079 -1.183 -2.845
H5 -1.268 -4.587 3.030
H6 5.307 -0.296 3.471
H7 -3.676 -1.484 1.441
H8 -1.971 -5.918 0.229
C3 0.768 -5.548 -1.737
C4 0.676 -0.044 2.811
H9 1.413 -6.423 -1.828
C5 -1.101 0.628 4.276
C6 -3.136 -1.286 -3.860
C7 4.930 -0.507 -1.372
C8 -1.995 0.615 3.215
C9 -3.752 -2.319 0.744
C10 3.678 -0.453 -0.820
H10 -1.838 -2.948 3.378
N2 -2.220 0.853 -3.586
H11 -3.725 -1.926 -0.274
H12 -4.725 -2.790 0.902
Ti1 0.660 -0.712 0.032
C11 -0.239 -0.114 1.737
H13 6.822 -0.478 1.451
C12 -3.306 0.180 -4.307
H14 -3.190 0.310 -5.381
H15 3.539 -4.652 -0.083
C13 6.071 -0.533 -0.547
C14 4.671 -0.411 1.410
C15 3.184 -0.202 3.310
H16 3.020 -0.080 4.370
H17 -0.174 -6.163 1.456
C16 -2.077 -3.877 2.859
H18 -2.985 -4.291 3.304
H19 -4.046 -1.697 -3.426
H20 2.796 -0.402 -1.461
H21 -2.817 -1.938 -4.672
Si1 1.043 -4.638 -0.113
C17 0.820 -5.716 1.411
H22 0.969 -4.889 -2.584
C18 -1.562 0.033 -2.787
H23 0.979 -5.140 2.324
As1 -0.475 -2.780 -0.210
C19 4.453 -0.313 2.804
S1 -0.220 0.543 -1.860
C20 3.530 -0.426 0.580
H24 2.934 -3.236 -0.923
C21 5.948 -0.478 0.813
H25 -3.705 -5.611 0.352
H26 2.907 -3.306 0.859
H27 -2.781 -4.954 -1.006
H28 5.054 -0.529 -2.446
H29 -0.268 -5.884 -1.817
N3 2.273 -0.405 1.124
C22 0.236 0.310 4.081
H30 -2.268 0.215 1.122
H31 -1.444 0.906 5.264
H32 0.928 0.364 4.911
H33 1.548 -6.529 1.396
H34 -1.981 1.819 -3.736
C23 2.769 -3.878 -0.059
C24 -2.749 -5.170 0.064
Si2 -2.389 -3.591 1.031

Forces on atoms 1 to 6 (eV/Å):
H 0.0022 0.0017 0.0297
H 0.1483 0.0030 0.1475
H -0.0040 -0.0085 0.0092
C -0.0057 -0.0597 -0.0549
H 0.0223 -0.0179 0.0418
C 0.2175 0.0697 0.1272

E_tot = -5161.2178 Ha
Relative energy (zero: lowest compared OMol25 entry of this formula, charge and spin) = 0.0 kJ/mol
Strongest force on any atom = 0.043 hartree/bohr
Charge = +2
Kohn-Sham gap = 6.87 eV
LUMO level = -6.90 eV


# 2
This record from the OMol25 dataset describes a structure of composition C24H34AuNOSi at a distorted geometry. The level of theory is ωB97M-V with the def2-TZVPD basis set.

Geometry (Å):
C1 -1.477 2.196 -1.406
H1 -1.549 2.574 -2.421
H2 -1.975 -0.416 -3.827
H3 -0.898 2.414 1.910
H4 2.848 -0.849 -0.028
H5 0.355 2.363 -3.850
C2 -2.013 0.946 -0.928
C3 -0.082 -1.333 4.488
C4 -0.975 2.933 -0.292
H6 2.076 0.807 1.953
C5 -1.356 1.250 4.013
H7 0.720 -2.036 4.224
N1 0.075 -0.557 1.809
C6 -0.421 -1.749 1.315
Au1 0.297 1.003 -0.400
H8 1.719 1.991 3.705
H9 1.645 -1.634 -2.434
H10 -1.330 1.132 5.115
H11 2.960 0.618 -2.315
C7 -1.984 -3.509 1.911
C8 2.150 1.076 0.909
H12 -1.644 -5.435 1.013
C9 -1.207 2.135 0.897
H13 -1.470 0.023 -5.484
H14 -2.302 0.184 1.150
C10 0.835 1.505 -4.332
C11 0.074 0.222 -4.034
H15 -1.775 1.297 -4.287
C12 2.509 0.187 -0.165
H16 1.565 3.263 0.941
C13 -1.389 0.287 -4.429
H17 1.044 -2.260 -0.245
H18 -2.371 0.979 3.692
H19 -0.082 -2.206 -2.683
H20 1.816 -0.956 -4.752
H21 -2.095 -1.468 2.636
C14 -1.902 0.951 0.490
O1 0.145 -0.161 -2.613
H22 -2.582 0.201 -1.509
H23 -1.239 2.330 3.811
H24 0.804 1.664 -5.413
C15 0.781 -1.105 -4.419
C16 1.490 0.988 4.105
H25 -1.038 -1.864 4.459
H26 1.880 1.436 -4.015
C17 2.146 2.301 -1.057
H27 2.405 0.374 4.031
H28 0.176 -1.746 -5.072
Si1 -0.002 0.127 3.372
H29 1.287 1.114 5.183
C18 2.534 0.957 -1.364
C19 0.194 -2.598 0.345
H30 -2.809 -3.809 2.529
C20 -0.235 -3.946 0.270
C21 0.688 -1.474 -2.941
C22 -1.603 -2.185 1.974
C23 -1.310 -4.394 1.059
H31 0.101 -0.938 5.496
H32 0.269 -4.639 -0.398
H33 -0.473 3.911 -0.299
H34 2.088 3.137 -1.758
C24 1.910 2.388 0.364

Forces on atoms 1 to 6 (eV/Å):
C -0.4304 1.1466 0.3819
H 0.2566 -0.2213 0.1728
H 0.0933 0.0502 -0.2066
H -0.2252 -0.2103 -0.7425
H -0.3689 0.6217 -0.1720
H 0.1085 -0.0943 0.0362

E_tot = -1489.7678 Ha
Expectation value of S² = 2.01
Spin multiplicity = 3
Relative energy (zero: lowest compared OMol25 entry of this formula, charge and spin) = 0.0 kJ/mol
Strongest force on any atom = 0.057 hartree/bohr
Charge = -2
Kohn-Sham gap (alpha / beta) = 1.94 / 5.55 eV
LUMO level (alpha / beta) = 4.83 / 4.82 eV


# 3
This record from the OMol25 dataset describes a structure of composition C24H34BCl3N6O3PdS3. The level of theory is ωB97M-V with the def2-TZVPD basis set.

Geometry (Å):
C1 3.294 -0.337 -1.409
C2 -3.686 3.007 -3.739
H1 3.725 0.643 -1.479
C3 -3.444 1.734 -2.927
H2 1.892 -4.576 0.143
H3 0.152 2.752 5.150
H4 1.104 -4.442 -2.370
H5 3.592 -4.253 0.504
C4 0.762 0.779 4.453
H6 4.725 -3.736 -3.012
C5 3.089 -3.961 -1.579
Cl1 -4.019 0.735 3.718
Cl2 -4.821 2.355 1.483
C6 -0.607 0.174 4.750
H7 -3.727 -0.404 -3.310
N1 2.873 -2.488 -1.415
H8 2.395 -5.546 -2.849
C7 -2.454 1.015 1.422
H9 0.651 3.300 -1.415
C8 0.793 0.390 1.925
H10 -1.384 0.927 4.630
N2 0.847 1.194 3.013
C9 -1.595 -0.676 -2.149
C10 2.150 -4.500 -2.659
H11 5.255 -3.835 -1.314
H12 1.996 1.646 -1.056
N3 1.028 1.129 0.824
C11 -1.360 2.962 -2.192
C12 -0.158 2.652 -1.685
H13 4.669 -5.269 -2.149
C13 1.215 2.431 1.241
O1 -2.345 -0.229 1.640
C14 -1.219 0.775 -2.023
S1 0.516 -1.318 1.959
N4 -0.067 1.276 -1.554
O2 -1.912 1.702 0.571
H14 2.864 0.255 4.501
H15 1.795 -1.127 4.201
B1 1.203 0.809 -0.725
H16 0.861 1.699 6.368
C15 0.937 2.017 5.329
H17 1.195 3.314 3.246
S2 -0.949 -1.480 -3.435
H18 -1.782 3.920 -2.419
H19 -0.619 -0.165 5.788
H20 -4.696 0.691 -4.282
H21 1.896 -0.428 5.816
H22 1.914 2.484 5.194
H23 -3.696 3.904 -3.120
H24 -0.839 -0.669 4.105
H25 -2.978 0.484 -4.648
H26 4.842 -1.776 -1.959
S3 0.283 -2.698 -0.702
C16 1.730 -1.854 -1.038
C17 1.901 -0.195 4.751
H27 1.425 3.225 0.551
H28 3.135 -5.726 -0.364
H29 2.281 -3.941 -3.587
O3 -2.456 -1.065 -1.286
C18 2.905 -4.667 -0.236
H30 -2.945 3.122 -4.531
N5 1.966 -0.516 -1.039
H31 -5.400 1.715 -2.033
C19 -3.430 1.757 2.406
H32 -4.180 0.787 -1.135
N6 -2.027 1.775 -2.413
C20 -4.358 1.696 -1.709
H33 -4.669 2.930 -4.201
C21 4.527 -4.195 -2.042
Cl3 -2.561 3.155 3.099
Pd1 -1.072 -1.282 0.377
H34 -4.172 2.551 -1.060
C22 1.109 2.479 2.580
C23 3.847 -1.533 -1.647
C24 -3.709 0.542 -3.842

Forces on atoms 1 to 6 (eV/Å):
C -0.0149 -0.0006 -0.0400
C -0.0436 0.0148 0.0263
H 0.0043 -0.0084 0.0009
C 0.0309 -0.0121 0.0756
H -0.0060 0.0072 0.0007
H -0.0025 -0.0001 -0.0100

E_tot = -4217.2538 Ha
Relative energy (zero: lowest compared OMol25 entry of this formula, charge and spin) = 81.7 kJ/mol
Strongest force on any atom = 0.014 hartree/bohr
Charge = 0
Kohn-Sham gap = 7.40 eV
LUMO level = -0.02 eV


# 4
This record from the OMol25 dataset describes a cluster of 7 separate species, C24H34BN6 in total at a distorted geometry. The level of theory is ωB97M-V with the def2-TZVPD basis set.

Geometry (Å):
H1 -1.801 -3.224 2.070
C1 2.688 1.113 -3.369
B1 -0.167 -1.002 1.329
C2 -1.458 1.935 -2.048
C3 -2.235 5.510 0.549
H2 -0.784 4.011 3.473
H3 -4.226 -5.560 4.819
H4 4.819 -2.142 3.518
C4 -1.220 4.224 2.478
C5 3.873 -0.638 2.305
C6 3.986 0.965 2.452
N1 -0.334 2.438 -2.580
H5 -1.217 -0.678 0.741
H6 -2.578 6.178 -0.237
C7 -2.030 3.767 -3.562
N2 -2.435 -3.911 2.337
H7 -1.017 -2.660 -0.695
H8 -4.128 -6.747 2.563
C8 -1.841 5.544 1.986
H9 3.201 -1.165 1.527
H10 2.797 1.236 -4.456
H11 -1.465 1.126 -1.323
C9 5.549 -0.113 3.919
N3 -1.041 -2.878 -1.731
H12 -2.086 6.407 2.652
N4 4.781 -1.133 3.246
H13 5.293 2.386 3.597
C10 2.187 -0.165 -2.700
N5 -1.640 4.265 0.138
H14 6.318 -0.254 4.865
C11 -0.433 3.600 -3.342
H15 0.570 -0.066 1.465
C12 -0.904 -4.325 -3.620
C13 -0.831 -2.834 -4.053
H16 -2.523 -3.073 4.330
H17 -0.711 -0.871 -2.795
C14 5.131 1.349 3.399
C15 -2.893 -5.023 1.693
H18 -1.060 -5.233 -4.180
H19 3.203 1.490 1.924
C16 -0.941 -1.989 -2.839
C17 2.917 2.064 -2.308
H20 0.621 1.887 -2.451
C18 -1.258 3.456 1.175
H21 -0.454 -1.657 2.366
H22 0.466 4.111 -3.661
C19 -3.689 -5.085 3.975
C20 -2.610 2.741 -2.658
H23 -1.752 3.918 -0.926
H24 3.298 3.130 -2.622
N6 2.043 0.225 -1.320
H25 -1.175 -4.852 -1.415
H26 0.524 -1.779 0.575
H27 2.579 1.887 -0.036
H28 -3.467 2.714 -2.608
C21 -1.080 -4.197 -2.122
H29 1.464 -0.571 -0.621
H30 1.849 -1.091 -3.144
H31 -0.631 -2.373 -4.921
H32 -0.958 2.451 1.000
C22 -3.697 -5.908 2.627
H33 -2.714 -5.082 0.626
H34 -2.408 4.544 -4.101
C23 -2.851 -3.865 3.692
C24 2.572 1.445 -0.948

Forces on atoms 1 to 6 (eV/Å):
H 1.2866 1.3611 -1.2493
C -1.1424 -2.8839 3.1894
B -0.1920 -1.0642 -0.6168
C -3.8168 2.4360 -2.4834
C 3.7373 -2.9299 3.5629
H -0.6215 -0.0619 -1.0584

E_tot = -1287.7742 Ha
Relative energy (zero: lowest compared OMol25 entry of this formula, charge and spin) = 268.1 kJ/mol
Strongest force on any atom = 0.379 hartree/bohr
Charge = -1
Kohn-Sham gap = 8.31 eV
LUMO level = 2.84 eV


# 5
This record from the OMol25 dataset describes a structure of composition C24H34Cl3FeN3O3PSi. The level of theory is ωB97M-V with the def2-TZVPD basis set.

Geometry (Å):
Cl1 2.864 0.163 3.530
C1 0.991 -3.546 2.942
O1 -0.358 0.391 -2.181
C2 -2.521 2.790 0.241
H1 2.099 0.460 -4.913
C3 2.731 0.196 0.320
C4 0.937 -1.820 -3.251
H2 -3.896 -0.921 -0.822
O2 2.114 -0.337 -0.640
H3 0.795 -4.176 -0.887
H4 1.332 1.895 -4.178
N1 -0.119 2.396 0.222
Cl2 2.823 2.864 -1.555
H5 5.108 3.282 2.064
Cl3 -0.382 4.112 3.164
C5 -0.764 0.868 2.824
C6 1.840 2.531 1.531
C7 -3.136 1.462 -0.175
H6 -2.373 2.900 1.317
H7 -2.304 -1.713 -0.773
H8 1.337 -2.181 -4.199
C8 0.737 3.142 0.820
H9 -1.010 4.159 -0.453
C9 -1.208 3.085 -0.465
H10 -2.509 -0.237 3.465
H11 0.127 -1.275 3.753
C10 0.608 -2.457 2.077
N2 0.195 -0.019 2.097
C11 4.779 1.490 1.031
C12 -2.814 -0.766 -0.930
H12 -3.249 3.559 -0.036
H13 -1.233 2.754 -1.506
C13 0.456 -2.711 0.650
O3 -0.093 -1.907 -0.135
C14 -2.223 0.427 2.644
C15 0.294 -1.266 2.675
H14 -3.319 1.519 -1.250
H15 1.656 -5.554 3.093
H16 2.442 0.965 -3.209
C16 1.338 -4.750 2.446
N3 -2.338 0.233 0.045
H17 5.860 1.456 0.945
H18 1.035 -3.344 4.006
P1 0.338 -0.134 -3.425
C17 -0.878 -0.199 -4.758
H19 -4.118 1.331 0.301
Si1 1.816 0.739 1.847
H20 2.992 4.281 1.709
H21 4.696 -0.002 -0.475
C18 1.287 -4.965 1.034
H22 -0.623 1.894 2.499
H23 -2.053 -1.312 1.394
H24 -1.687 -0.875 -4.484
H25 1.582 -5.931 0.645
C19 4.119 0.547 0.262
H26 -2.599 -0.416 -1.934
C20 3.028 3.194 1.703
Fe1 -0.037 0.276 -0.201
C21 0.860 -4.004 0.178
C22 4.318 2.628 1.715
H27 -2.848 1.314 2.758
H28 -3.657 -0.600 1.457
H29 -0.410 -0.552 -5.678
H30 0.108 -2.453 -2.933
H31 -0.506 0.871 3.888
H32 -1.287 0.796 -4.928
C23 1.685 0.880 -3.996
H33 0.746 4.218 0.686
C24 -2.586 -0.358 1.383
H34 1.712 -1.837 -2.488

Forces on atoms 1 to 6 (eV/Å):
Cl -0.0173 0.0811 0.0480
C 0.0493 -0.1202 0.0841
O 0.2200 -0.1637 -0.4456
C -0.1363 -0.0194 0.0191
H 0.0448 -0.0231 0.0014
C -0.0883 -0.1946 -0.6095

E_tot = -4600.1408 Ha
Expectation value of S² = 8.82
Spin multiplicity = 6
Relative energy (zero: lowest compared OMol25 entry of this formula, charge and spin) = 494.3 kJ/mol
Strongest force on any atom = 0.013 hartree/bohr
Charge = 0
Kohn-Sham gap (alpha / beta) = 5.65 / 5.28 eV
LUMO level (alpha / beta) = -1.82 / -2.23 eV


# 6
This record from the OMol25 dataset describes a structure of composition C24H34ClFN6STi. The level of theory is ωB97M-V with the def2-TZVPD basis set.

Geometry (Å):
C1 -3.414 0.110 0.445
H1 2.471 0.589 -3.762
H2 -0.127 -3.823 3.321
H3 -0.865 2.060 2.869
C2 -0.120 -3.241 2.400
N1 -2.235 0.282 -0.200
C3 -1.177 2.916 -0.143
C4 -4.640 0.281 -0.132
H4 1.511 1.726 2.443
C5 -4.704 0.662 -1.490
H5 1.629 -2.459 -1.506
H6 1.454 -0.286 1.880
H7 2.700 -2.312 1.063
H8 2.454 -0.930 0.016
F1 5.890 2.151 -1.793
H9 -1.419 -3.914 -1.559
S1 -1.863 -2.875 2.017
C6 0.757 -2.006 2.642
H10 0.323 -1.409 3.438
H11 -0.487 3.492 -0.765
H12 5.589 0.668 0.305
C7 3.782 3.066 -1.246
H13 3.874 3.757 -2.074
H14 -3.019 -3.074 -0.001
C8 -3.537 0.800 -2.187
H15 -5.658 0.845 -1.967
C9 4.749 1.316 0.093
C10 2.516 2.151 0.629
H16 -1.968 -0.485 3.291
H17 -1.762 1.077 -4.212
C11 1.296 0.523 -2.004
H18 -3.353 -0.209 1.477
H19 -2.130 2.901 -0.672
H20 2.148 0.358 -1.361
H21 -2.605 -4.681 0.614
N2 -1.459 0.327 3.620
H22 -2.338 1.647 2.347
C12 1.934 -1.730 0.534
C13 0.354 0.909 -4.170
C14 4.802 2.172 -0.987
H23 -0.574 -1.768 -0.899
C15 -1.022 -3.750 -0.548
C16 -0.888 0.922 -3.595
H24 1.854 3.747 -0.644
H25 -1.962 0.716 4.409
H26 1.716 -2.403 3.009
C17 -1.040 0.721 -2.211
C18 1.474 0.651 -3.349
N3 -0.204 -2.575 -0.426
H27 -3.564 1.090 -3.227
C19 3.621 1.329 0.901
H28 0.908 3.123 1.559
C20 2.657 3.048 -0.442
H29 0.473 1.073 -5.232
N4 1.010 -1.117 1.500
N5 0.079 0.612 -1.387
Cl1 -1.510 3.964 1.291
H30 0.271 -3.867 1.603
H31 -0.412 -4.624 -0.310
C21 1.279 2.104 1.436
C22 -2.295 0.592 -1.549
H32 1.503 -3.703 -0.274
C23 -2.216 -3.683 0.417
H33 -5.539 0.132 0.449
H34 3.600 0.694 1.781
N6 -1.415 1.272 2.549
C24 1.233 -2.670 -0.504
Ti1 -0.387 1.015 0.481

Forces on atoms 1 to 6 (eV/Å):
C -0.6086 -0.2594 0.0789
H 0.0178 -0.0013 0.0366
H 0.1373 -0.0431 -0.0070
H 0.0494 0.0992 -0.0055
C -0.2075 0.1634 -0.1993
N 0.2445 0.2921 -0.2073

E_tot = -3071.0922 Ha
Strongest force on any atom = 0.017 hartree/bohr
Charge = 0
Kohn-Sham gap (alpha / beta) = 5.59 / 5.64 eV
LUMO level (alpha / beta) = 0.00 / 0.09 eV


# 7
This record from the OMol25 dataset describes a structure of composition C24H34ClIrN5P at a distorted geometry. The level of theory is ωB97M-V with the def2-TZVPD basis set.

Geometry (Å):
H1 -2.443 -0.497 -0.120
H2 -1.759 -1.534 0.960
C1 -1.435 2.653 2.607
H3 5.436 -5.432 -2.237
N1 -0.938 -0.503 -2.114
C2 4.245 0.415 3.090
H4 -1.323 -0.741 3.335
H5 -0.652 3.398 2.453
H6 -0.405 1.482 4.046
C3 4.475 -2.888 -0.219
H7 6.406 1.021 -3.133
Ir1 0.295 0.014 -0.044
H8 -1.708 2.456 0.470
H9 -4.044 1.602 2.234
C4 2.675 -1.653 2.098
N2 -2.177 0.207 -2.169
H10 4.858 1.211 3.483
C5 3.836 -0.622 3.921
H11 -3.732 3.847 0.434
C6 4.914 -4.539 -1.920
C7 -3.308 1.391 1.456
N3 -1.870 -0.544 0.728
C8 3.570 2.720 -2.421
C9 4.823 2.452 -2.957
H12 -2.501 0.401 3.940
N4 -3.112 3.836 1.257
H13 -2.505 4.667 1.207
C10 3.929 -3.981 -2.730
C11 5.425 1.221 -2.729
C12 3.059 -1.665 3.425
H14 -3.713 3.963 2.087
H15 -2.042 1.111 -2.609
C13 3.510 0.487 -1.445
C14 3.114 -0.624 1.253
H16 -3.841 1.278 0.512
P1 2.633 -0.802 -0.494
H17 2.391 -2.510 -2.885
C15 2.932 1.741 -1.679
C16 5.219 -3.953 -0.696
H18 -2.037 2.981 3.456
C17 -2.327 2.559 1.368
H19 4.719 -2.455 0.741
H20 5.261 -0.704 -1.833
N5 0.341 0.927 2.166
H21 4.208 1.232 1.109
H22 -0.381 -0.389 -2.968
H23 2.078 -2.460 1.692
H24 0.815 0.165 2.655
H25 4.112 -0.615 4.966
H26 3.729 -4.405 -3.702
H27 5.320 3.204 -3.550
H28 6.067 -4.301 -0.119
H29 -2.905 -0.281 -2.692
C18 4.774 0.246 -1.990
H30 3.107 3.681 -2.582
Cl1 1.381 2.116 -1.019
C19 -1.826 0.199 3.107
H31 2.755 -2.478 4.067
C20 -2.655 0.054 1.834
H32 -3.484 -0.632 2.066
H33 -1.154 -1.500 -2.031
H34 1.009 1.698 2.133
C21 3.874 0.433 1.753
C22 -0.795 1.324 3.029
C23 3.465 -2.340 -1.015
C24 3.188 -2.904 -2.270

Forces on atoms 1 to 6 (eV/Å):
H 0.1916 0.0582 -0.0991
H -0.0990 0.0433 -0.0870
C 0.1540 -0.1331 -0.1525
H 0.1191 0.0847 -0.0812
N 1.3222 -0.2683 0.7538
C -0.0538 0.2236 -0.2511

E_tot = -2113.0701 Ha
Relative energy (zero: lowest compared OMol25 entry of this formula, charge and spin) = 143.1 kJ/mol
Strongest force on any atom = 0.046 hartree/bohr
Charge = +4
Kohn-Sham gap (alpha / beta) = 6.13 / 4.60 eV
LUMO level (alpha / beta) = -13.42 / -14.80 eV


> Which formula does entry 6 have?

C24H34ClFN6STi


> Which value of charge does entry 4 give?

-1